1.
Computed, not measured: a 7-piece molecular cluster, C58H133N3O6P3 overall, with the ωB97M-V functional and the def2-TZVPD basis.

Each line ends with the Mulliken charge.
Atoms and positions in Å:
C: -1.3523 4.0283 -2.6849  -0.66
C: -0.4330 4.3940 -3.8448  0.38
O: 0.5955 3.8121 -4.0546  -0.48
N: -0.9485 5.4525 -4.8687  -0.19
H: -0.6042 5.0914 -5.7469  0.39
H: -1.9440 5.5535 -5.0063  0.40
C: -0.2176 6.7546 -4.5514  -0.72
H: -1.7056 3.0005 -2.7675  0.36
H: -2.1846 4.7001 -2.4752  0.32
H: -0.5923 4.1783 -1.9181  0.17
H: 0.8401 6.5009 -4.6224  0.32
H: -0.5337 7.0472 -3.5501  0.31
H: -0.5902 7.4354 -5.3167  0.38
C: -6.8199 -2.0196 -1.7003  -0.93
C: -6.3358 -0.8287 -2.4444  0.65
O: -5.7657 -0.9084 -3.5431  -0.44
N: -6.6860 0.5571 -1.7657  -0.18
H: -7.5746 0.4744 -1.2928  0.44
H: -6.0797 0.6401 -0.9622  0.23
C: -6.7081 1.7724 -2.7234  -0.78
H: -6.1280 -2.4450 -0.9734  0.30
H: -7.1030 -2.8462 -2.3521  0.35
H: -7.7707 -1.6654 -1.3018  0.31
H: -7.4684 1.4959 -3.4538  0.38
H: -5.7411 2.0170 -3.1629  0.26
H: -7.0523 2.5858 -2.0846  0.37
C: -8.0356 -1.0654 6.1041  -1.09
C: -8.6665 0.0448 5.2474  0.58
O: -8.2339 1.1829 5.2747  -0.42
N: -9.9648 -0.2360 4.4801  -0.17
H: -9.8583 -0.5325 3.5204  0.35
H: -10.2596 -1.1054 4.9013  0.40
C: -10.9781 0.9048 4.6582  -0.77
H: -7.9115 -1.9650 5.5013  0.39
H: -8.8625 -1.2058 6.8002  0.40
H: -7.0723 -0.7723 6.5217  0.30
H: -11.1655 0.9951 5.7282  0.35
H: -11.9029 0.5396 4.2117  0.37
H: -10.5563 1.8493 4.3145  0.33
C: -3.2946 -5.5820 3.4365  -1.17
C: -2.2421 -5.1272 2.3599  -0.84
C: -0.8749 -4.9020 2.9282  -0.24
C: -0.0823 -6.2280 3.3000  -1.17
P: 1.7230 -6.0671 3.7401  0.88
C: 2.4137 -5.1188 2.3147  -1.11
C: 3.9425 -5.0336 2.1689  -0.69
C: 4.3449 -3.9038 1.2308  -0.58
C: 3.9582 -4.0570 -0.2123  -1.19
C: 2.0439 -5.1406 5.2713  -0.95
C: 1.7214 -3.5982 5.3677  -0.24
C: 2.1119 -3.0413 6.7004  -0.56
C: 1.7785 -1.5349 6.9346  -1.34
C: 2.3821 -7.8313 3.8304  -1.42
C: 3.8017 -8.0926 4.3631  -0.40
C: 4.3854 -9.4268 3.8494  -0.70
C: 5.4617 -9.2561 2.6924  -1.24
H: -3.6886 -4.6316 3.7963  0.30
H: -2.9011 -6.1503 4.2793  0.31
H: -4.1626 -6.0950 3.0223  0.35
H: -2.6478 -4.2246 1.9028  0.41
H: -2.1369 -5.8771 1.5760  0.44
H: -1.0515 -4.1768 3.7225  0.12
H: -0.2472 -4.3970 2.1939  0.28
H: -0.1846 -7.0036 2.5411  0.55
H: -0.5658 -6.6670 4.1728  0.58
H: 2.0142 -4.1101 2.4199  0.60
H: 2.0419 -5.6404 1.4328  0.57
H: 4.4446 -5.9085 1.7560  0.22
H: 4.3309 -4.9765 3.1858  0.50
H: 5.4236 -3.8924 1.3864  0.40
H: 3.9627 -2.9392 1.5651  0.33
H: 3.9331 -3.0830 -0.7009  0.33
H: 2.9616 -4.4863 -0.3151  0.30
H: 4.6164 -4.6984 -0.7984  0.34
H: 3.1051 -5.2400 5.4992  0.54
H: 1.4303 -5.7494 5.9355  0.58
H: 0.6605 -3.4149 5.1969  0.06
H: 2.2213 -3.1193 4.5258  0.34
H: 3.1439 -3.2070 7.0096  0.42
H: 1.5000 -3.5912 7.4154  0.34
H: 2.0302 -1.1198 7.9106  0.42
H: 0.7233 -1.3334 6.7503  0.33
H: 2.4037 -0.9811 6.2342  0.29
H: 2.1258 -8.3662 2.9158  0.65
H: 1.6768 -8.3802 4.4544  0.62
H: 3.7987 -8.1519 5.4515  0.36
H: 4.4958 -7.2959 4.0958  0.32
H: 3.5909 -10.1313 3.6034  0.39
H: 4.9900 -9.9199 4.6106  0.36
H: 5.0590 -8.9502 1.7268  0.29
H: 5.9286 -10.2279 2.5322  0.39
H: 6.2699 -8.5437 2.8583  0.34
C: -4.2978 6.0129 0.9975  -1.41
C: -3.2304 6.9993 0.8685  -0.26
C: -2.2255 7.0475 1.9992  -0.99
C: -1.4840 5.6760 2.1911  -0.65
P: -0.4154 5.7200 3.6929  0.43
C: 0.4432 7.3077 3.7102  -1.08
C: 1.4925 7.5762 4.7985  -0.76
C: 2.8231 8.1738 4.3565  -0.80
C: 3.7164 7.2385 3.6099  -1.05
C: -1.3347 5.6713 5.2643  -1.21
C: -2.3375 4.5385 5.4720  -0.22
C: -2.4108 4.1307 6.9540  -0.75
C: -3.2535 2.8459 7.2852  -1.21
C: 0.8466 4.3804 3.6020  -0.21
C: 0.1675 3.0356 3.3894  -0.66
C: 1.0437 1.9557 2.5897  -0.74
C: 1.3228 2.2920 1.1682  -1.22
H: -4.9141 6.2999 1.8495  0.33
H: -4.1172 4.9446 1.1167  0.35
H: -4.8944 6.0537 0.0862  0.40
H: -3.7870 7.9320 0.7776  0.37
H: -2.7805 6.7743 -0.0985  0.11
H: -2.5162 7.3848 2.9941  0.60
H: -1.4195 7.7158 1.6963  0.29
H: -0.6940 5.4383 1.4789  0.46
H: -2.1373 4.8437 2.4531  0.57
H: -0.3106 8.0940 3.7484  0.62
H: 0.8865 7.3910 2.7179  0.58
H: 1.7299 6.6627 5.3438  0.35
H: 1.0677 8.2908 5.5034  0.42
H: 3.3881 8.3826 5.2649  0.37
H: 2.8077 9.1551 3.8823  0.34
H: 3.7943 6.2837 4.1297  0.27
H: 4.7147 7.5945 3.3554  0.39
H: 3.2412 6.9521 2.6716  0.22
H: -1.9230 6.5887 5.2831  0.66
H: -0.5871 5.8581 6.0352  0.70
H: -2.0327 3.6609 4.9019  -0.04
H: -3.2632 4.9399 5.0597  0.46
H: -2.6082 5.0148 7.5601  0.40
H: -1.3971 3.7990 7.1789  0.38
H: -4.2924 3.1002 7.0751  0.31
H: -3.1445 2.5075 8.3156  0.39
H: -2.8367 2.1144 6.5929  0.27
H: 1.2838 4.3839 4.6005  0.62
H: 1.4822 4.7594 2.8017  0.39
H: -0.6972 3.2284 2.7544  0.18
H: -0.1961 2.5950 4.3177  0.35
H: 0.4991 1.0293 2.4070  0.35
H: 1.9848 1.6117 3.0187  0.40
H: 1.4386 3.3546 0.9548  0.26
H: 0.4930 2.0224 0.5148  0.25
H: 2.0954 1.7143 0.6609  0.43
C: 4.6448 -5.5667 -6.7379  -1.36
C: 3.3029 -4.8809 -6.9564  -0.71
C: 3.2909 -3.5022 -7.7113  -0.79
C: 4.0153 -2.2713 -7.1257  -1.02
P: 2.9832 -0.7701 -7.4756  0.93
C: 1.3587 -0.7715 -6.6480  -1.18
C: 1.4078 -1.5233 -5.2707  0.26
C: 0.1007 -1.4546 -4.5299  -0.48
C: -0.0713 -1.9459 -3.1162  -1.39
C: 2.7175 -0.4748 -9.2616  -0.98
C: 3.8007 -0.8236 -10.2389  -0.40
C: 3.3578 -0.6883 -11.6650  -0.80
C: 2.8377 0.6727 -12.1047  -1.15
C: 3.9858 0.6040 -6.8989  -1.07
C: 4.3964 0.6181 -5.3860  -0.59
C: 5.4870 1.7035 -4.9872  -0.61
C: 5.1792 3.1085 -5.3844  -1.00
H: 5.2275 -5.7029 -7.6489  0.35
H: 4.5197 -6.5422 -6.2679  0.41
H: 5.3013 -5.0270 -6.0554  0.33
H: 2.8573 -4.7471 -5.9707  0.19
H: 2.6200 -5.5230 -7.5126  0.49
H: 2.2116 -3.3584 -7.7622  0.30
H: 3.7216 -3.5730 -8.7102  0.64
H: 5.0723 -2.2583 -7.3912  0.56
H: 4.1032 -2.4219 -6.0498  0.69
H: 0.6885 -1.2928 -7.3315  0.66
H: 1.0801 0.2759 -6.5319  0.58
H: 2.1625 -0.9264 -4.7586  -0.03
H: 1.7826 -2.5102 -5.5420  0.02
H: -0.6393 -1.9821 -5.1318  0.34
H: -0.0913 -0.3856 -4.6222  0.27
H: -0.1371 -3.0325 -3.1714  0.34
H: -1.0018 -1.6095 -2.6590  0.39
H: 0.7303 -1.5671 -2.4821  0.33
H: 2.2485 0.4928 -9.4401  0.48
H: 1.9515 -1.2385 -9.3963  0.52
H: 4.1754 -1.8320 -10.0630  0.21
H: 4.6948 -0.2176 -10.0926  0.34
H: 2.5406 -1.4045 -11.7511  0.35
H: 4.1242 -1.0161 -12.3673  0.40
H: 2.8018 0.8351 -13.1819  0.37
H: 3.6550 1.3226 -11.7921  0.32
H: 2.0013 1.0998 -11.5514  0.29
H: 3.3567 1.4690 -7.1089  0.57
H: 4.7575 0.8561 -7.6263  0.61
H: 4.8599 -0.3661 -5.3175  0.29
H: 3.5346 0.6078 -4.7188  0.30
H: 6.4755 1.3704 -5.3033  0.35
H: 5.4309 1.6778 -3.8989  0.36
H: 4.0984 3.1571 -5.2518  0.12
H: 5.3389 3.3012 -6.4453  0.27
H: 5.7268 3.9216 -4.9077  0.38
O: -3.4390 0.5793 3.2574  -0.33
C: -4.0978 0.5350 2.1219  0.72
O: -5.1506 -0.0923 2.0512  -0.82
O: -3.6117 1.1552 1.1561  -0.78
H: -4.2028 0.0688 3.5358  0.22

Electronic energy   -3927.69142 Ha
Charge   +5
Frontier orbital gap   5.903 eV

2.
Computed, not measured: a 12-piece molecular cluster, C58H140O29 overall, with the ωB97M-V functional and the def2-TZVPD basis.

Each line ends with the Mulliken charge.
Atoms and positions in Å:
C: -7.8273 5.9596 0.7525  -0.78
O: -6.6897 5.4658 1.4579  -0.31
C: -6.7981 4.1092 1.6283  -0.75
C: -6.2236 3.1865 0.5170  0.00
O: -4.7804 3.1930 0.7008  -0.20
C: -4.0749 2.5037 -0.2961  0.37
C: -2.6570 3.0272 -0.5047  -0.58
O: -1.7548 2.8921 0.5246  0.66
C: -2.0571 3.7402 1.6089  -0.43
H: -7.8421 7.0558 0.8161  0.29
H: -8.8005 5.6961 1.1970  0.33
H: -7.9032 5.6324 -0.2814  0.29
H: -7.8232 3.8124 1.8727  0.44
H: -6.2315 3.8620 2.5265  0.29
H: -6.4983 3.5243 -0.5018  0.27
H: -6.6177 2.1519 0.6163  0.02
H: -4.4374 2.5532 -1.3371  0.48
H: -4.1624 1.4119 -0.0323  -0.82
H: -2.6489 4.0694 -0.9074  0.33
H: -2.2666 2.5224 -1.4125  -0.18
H: -2.4272 4.7502 1.3547  0.34
H: -1.1228 3.8557 2.1102  -0.32
H: -2.7814 3.2655 2.2795  0.21
C: -4.7839 -7.0405 -1.5833  -1.01
O: -5.0085 -5.6565 -1.4207  0.17
C: -6.2906 -5.3210 -1.1363  -0.83
C: -7.2211 -5.1770 -2.3492  -0.57
O: -7.5104 -6.3918 -2.9844  -0.16
C: -8.5692 -6.1706 -3.8576  -0.59
C: -9.0208 -7.4589 -4.5005  -0.67
O: -9.2217 -8.5755 -3.6921  -0.33
C: -9.8816 -8.4232 -2.4457  -0.55
H: -3.7421 -7.1505 -1.5418  0.23
H: -5.2798 -7.4147 -2.4954  0.25
H: -5.1771 -7.6120 -0.7287  0.39
H: -6.3579 -4.4376 -0.5743  0.43
H: -6.7840 -6.1494 -0.5914  0.30
H: -6.8854 -4.4572 -3.0972  0.37
H: -8.1094 -4.6893 -1.9540  0.41
H: -8.4121 -5.4337 -4.6510  0.38
H: -9.4125 -5.7788 -3.3045  0.40
H: -8.2144 -7.7104 -5.1929  0.32
H: -9.9493 -7.3055 -5.1247  0.35
H: -9.8038 -9.4375 -2.0197  0.22
H: -10.9128 -8.1203 -2.6526  0.28
H: -9.3439 -7.7925 -1.7557  0.18
C: 5.4680 -2.0815 1.5727  -0.58
O: 4.1973 -2.5696 1.8899  -0.16
C: 3.2107 -2.0962 1.0139  1.20
C: 1.8917 -2.2864 1.7508  1.17
O: 2.0135 -1.8807 3.1101  -0.13
C: 2.2068 -2.8975 4.1052  0.27
C: 2.3268 -2.0846 5.3904  -0.96
O: 3.5258 -2.3811 6.0874  -0.48
C: 4.7015 -1.8617 5.4976  0.20
H: 6.1937 -2.4479 2.3042  0.32
H: 5.4994 -0.9613 1.6296  -0.16
H: 5.7867 -2.3538 0.5685  0.35
H: 3.0605 -2.6149 0.0268  0.45
H: 3.4451 -1.0361 0.7572  -1.28
H: 1.7616 -3.3627 1.7077  -0.08
H: 1.0088 -1.7442 1.3476  -0.81
H: 3.1476 -3.4766 3.9409  0.16
H: 1.3680 -3.5347 4.1639  0.23
H: 1.4904 -2.4633 6.0792  0.28
H: 2.2137 -1.0238 5.2074  0.37
H: 4.6868 -1.9482 4.4098  -0.19
H: 5.5337 -2.4380 5.9192  0.34
H: 4.9505 -0.8337 5.7211  -0.20
C: 0.6467 4.3348 4.7932  -1.13
O: 0.8923 4.1102 3.4604  0.21
C: 1.9474 4.7895 2.8945  1.11
C: 1.7439 6.2436 2.8443  -0.62
O: 0.6728 6.5106 2.0124  0.05
C: 0.2849 7.8474 2.1032  -1.05
C: -0.2980 8.3310 0.7733  -0.60
O: 0.7753 8.4272 -0.1527  -0.30
C: 0.2823 8.8789 -1.4205  -0.79
H: 1.5713 4.4937 5.3280  0.45
H: 0.2573 3.4020 5.1496  0.21
H: -0.0639 5.1802 4.9507  0.24
H: 1.9897 4.4537 1.8608  -1.50
H: 2.9354 4.4833 3.3559  0.25
H: 2.5891 6.8472 2.5380  0.57
H: 1.5171 6.5873 3.9388  0.36
H: 1.1198 8.4737 2.2464  0.50
H: -0.4447 8.0206 2.8671  0.34
H: -0.7937 9.2469 0.9748  0.55
H: -1.0211 7.5942 0.4362  0.29
H: -0.3399 8.1104 -1.8811  0.22
H: 1.1717 9.0113 -1.9754  0.11
H: -0.2926 9.7262 -1.3189  0.52
C: 0.4578 -4.2893 -1.0184  -0.57
O: 0.3688 -2.8524 -0.9526  0.44
C: 0.8249 -2.1367 -2.1016  -0.91
C: 0.7921 -0.6567 -1.9217  -0.41
O: 1.2755 -0.2153 -0.6741  0.67
C: 1.3961 1.2007 -0.6880  -1.63
C: 1.6591 1.6870 0.7852  0.04
O: 3.0104 1.1796 0.9232  1.12
C: 3.4159 1.0379 2.2454  -0.05
H: 0.2869 -4.6677 -0.0341  0.17
H: 1.4441 -4.6563 -1.4163  0.30
H: -0.3037 -4.6299 -1.7231  -0.14
H: 0.2053 -2.3711 -2.9571  0.03
H: 1.8883 -2.3196 -2.3293  0.35
H: -0.2605 -0.3087 -2.0445  0.06
H: 1.3728 -0.2526 -2.7282  0.47
H: 0.4486 1.5403 -1.0864  0.41
H: 2.2391 1.3953 -1.3737  0.22
H: 0.9901 1.1147 1.4512  -0.28
H: 1.6529 2.7303 1.0484  -0.27
H: 3.4506 2.0498 2.7624  -0.40
H: 4.4250 0.6612 2.3070  -0.84
H: 2.7816 0.3261 2.7805  0.60
C: -1.0067 -0.6010 -7.7389  -0.84
O: -1.6150 -1.6103 -7.0145  -0.30
C: -0.6592 -2.5007 -6.3963  -0.34
C: -1.3422 -3.7911 -5.9595  -0.84
O: -2.1605 -3.5133 -4.8501  -0.06
C: -2.7419 -4.7142 -4.3829  -0.73
H: -0.3593 -1.0129 -8.5174  0.35
H: -0.3559 0.0420 -7.1545  0.30
H: -1.7372 -0.0311 -8.2371  0.30
H: -0.2479 -1.9723 -5.5454  0.17
H: 0.1278 -2.7514 -7.2121  0.45
H: -0.5489 -4.5417 -5.8009  0.44
H: -1.8781 -4.0709 -6.8828  0.38
H: -3.3202 -5.1914 -5.2064  0.31
H: -3.4004 -4.4808 -3.5518  0.04
H: -1.9133 -5.3386 -4.0073  0.33
C: -5.6684 -0.8331 -0.5243  0.22
O: -5.2868 -0.5164 -1.8923  -0.47
C: -4.0333 -1.1178 -2.2969  1.13
C: -3.5541 -0.4960 -3.5470  -0.57
O: -3.0114 0.7167 -3.2252  -0.05
C: -2.2224 1.2635 -4.3228  -0.55
H: -6.5444 -0.2722 -0.2877  0.44
H: -4.9478 -0.4579 0.2080  -0.16
H: -5.8443 -1.8698 -0.3696  -0.32
H: -4.1967 -2.2088 -2.3560  -0.10
H: -3.2327 -1.0362 -1.4976  -0.51
H: -4.3197 -0.3465 -4.3515  0.34
H: -2.8075 -1.1568 -3.9635  0.15
H: -1.3060 0.6556 -4.5528  0.10
H: -1.8754 2.2247 -3.9734  0.21
H: -2.9232 1.3507 -5.1794  0.31
C: -2.8724 0.4458 3.2148  -0.27
O: -2.3501 -0.8575 3.2193  -0.56
C: -1.7462 -1.2441 1.9418  1.89
C: -1.2626 -2.7070 2.0902  0.21
O: -2.2952 -3.7173 2.1182  -0.54
C: -3.1816 -3.6343 1.0231  -0.06
H: -2.1086 1.1688 2.9149  -0.09
H: -3.1606 0.6276 4.2732  0.40
H: -3.7069 0.6390 2.5315  0.14
H: -0.9268 -0.4878 1.7374  -0.67
H: -2.4572 -1.0763 1.1526  -0.34
H: -0.7244 -2.8135 2.9891  0.18
H: -0.5791 -2.8706 1.2605  -0.53
H: -2.8174 -3.0736 0.1642  0.04
H: -4.1811 -3.2229 1.3605  0.24
H: -3.3995 -4.6358 0.6340  0.11
C: 6.5110 1.0461 6.1405  -1.14
O: 6.3760 1.1727 4.7498  0.00
C: 7.6214 1.4269 4.0545  -0.71
C: 7.3379 1.8716 2.6482  0.46
O: 7.7798 3.2393 2.4039  -0.40
C: 9.2301 3.3024 2.1661  -0.80
H: 7.1796 0.1927 6.2982  0.41
H: 5.5600 0.9192 6.5516  0.34
H: 6.9412 1.9249 6.6016  0.33
H: 8.2210 0.5190 4.0418  0.42
H: 8.2170 2.1934 4.5368  0.39
H: 6.2575 1.7624 2.4943  -0.48
H: 7.7372 1.1907 1.9532  0.34
H: 9.4745 4.3943 2.3515  0.24
H: 9.4540 3.0383 1.0862  0.24
H: 9.8127 2.6235 2.7626  0.38
C: 4.5418 4.1858 0.8252  0.14
O: 5.3944 4.2209 -0.3452  -0.38
C: 6.3093 3.1539 -0.5247  -0.22
C: 5.5365 1.8631 -0.8250  0.25
O: 6.4923 0.8198 -1.0761  -0.37
C: 6.1125 0.0140 -2.1968  -0.60
H: 3.9527 3.3336 0.8867  -0.01
H: 3.8938 5.0819 0.8161  -0.40
H: 5.1491 4.2649 1.7244  0.42
H: 6.9534 3.0666 0.3691  -0.11
H: 6.8381 3.3422 -1.4397  0.39
H: 4.9340 2.0923 -1.6675  0.62
H: 4.8966 1.6247 0.0171  -0.42
H: 6.5858 -0.9790 -2.0695  0.23
H: 6.4277 0.5474 -3.0638  0.35
H: 5.0590 -0.1819 -2.1882  0.12
C: 5.0027 -7.8515 0.8487  -0.74
O: 3.8322 -7.7512 1.6521  -0.43
C: 3.3516 -6.4076 1.7711  -0.65
C: 2.0370 -6.4915 2.5216  -0.08
O: 0.9289 -6.6643 1.5545  -0.41
C: -0.3247 -6.5701 2.1080  -0.51
H: 5.6201 -8.7057 1.0822  0.27
H: 5.6189 -6.9812 1.0050  0.31
H: 4.6781 -7.9537 -0.2134  0.25
H: 3.2577 -5.9086 0.8484  0.51
H: 4.0649 -5.8334 2.3849  0.35
H: 1.7784 -5.6522 3.1997  0.04
H: 2.0443 -7.4093 3.0985  0.52
H: -0.8429 -5.6523 1.7852  -0.01
H: -0.3268 -6.5788 3.2195  0.35
H: -0.9648 -7.4881 1.8454  0.21
C: 0.7301 5.4191 -4.0369  -0.82
O: 0.4686 4.5620 -2.9383  -0.07
C: 0.7288 5.1335 -1.6845  0.51
C: 2.1394 5.5667 -1.4588  0.96
O: 2.2898 6.8658 -1.8828  0.08
C: 3.5250 7.4575 -1.8369  -0.91
H: 0.1197 6.3513 -3.9970  0.31
H: 0.6266 4.9234 -5.0143  0.27
H: 1.7427 5.7738 -3.9257  0.23
H: 0.4809 4.3173 -1.0097  -0.32
H: 0.1001 6.0080 -1.5005  -0.11
H: 2.8845 4.8607 -1.8942  0.37
H: 2.4447 5.4449 -0.4175  -1.25
H: 3.4186 8.5158 -2.0790  0.24
H: 4.2092 6.9267 -2.5539  0.28
H: 3.9163 7.3171 -0.8700  0.33

Electronic energy   -4475.06732 Ha
Frontier orbital gap   9.629 eV
Structure (SMILES)   COCCOCCOC.COCCOCCOC.COCCOCCOC.COCCOCCOC.COCCOCCOC.COCCOC.COCCOC.COCCOC.COCCOC.COCCOC.COCCOC.COCCOC
Relative energy (zero: lowest compared OMol25 entry of this formula, charge and spin)   0.769 eV